Here is a structure of composition C44H46GeN2O2PdS2Te from the OMol25 dataset. Energies are from ωB97M-V with the def2-TZVPD basis set.

Element x y z (Å)
Pd (-0.1113, 0.0536, 0.0189)
C (5.0509, 3.6039, 0.8120)
C (4.0618, 3.7800, -0.3308)
N (2.6823, 3.5649, 0.1133)
C (1.9821, 4.7611, 0.5821)
C (1.2371, 5.4875, -0.5285)
C (2.1619, 2.3278, 0.1328)
S (0.5151, 2.1912, 0.6952)
N (3.0250, 1.3660, -0.1777)
C (2.8756, 0.0684, -0.3828)
O (1.8247, -0.6098, -0.5609)
C (4.1507, -0.7180, -0.3997)
C (5.3922, -0.0879, -0.4031)
C (6.5550, -0.8411, -0.3753)
C (6.4852, -2.2274, -0.3358)
C (5.2499, -2.8608, -0.3283)
C (4.0857, -2.1100, -0.3647)
H (6.0658, 3.8120, 0.4724)
H (5.0057, 2.5819, 1.1909)
H (4.8227, 4.2845, 1.6338)
H (4.2820, 3.0936, -1.1447)
H (4.1110, 4.7954, -0.7273)
H (2.7418, 5.4164, 1.0103)
H (1.3058, 4.4905, 1.3905)
H (1.9111, 5.7510, -1.3455)
H (0.7953, 6.4084, -0.1471)
H (0.4374, 4.8652, -0.9233)
H (5.4329, 0.9917, -0.4296)
H (7.5180, -0.3475, -0.3841)
H (7.3946, -2.8138, -0.3117)
H (5.1945, -3.9412, -0.2953)
H (3.1167, -2.5911, -0.3538)
C (3.1230, 1.9270, 4.3787)
C (1.7744, 1.8528, 4.7037)
C (0.9568, 0.9344, 4.0643)
C (1.4837, 0.0816, 3.0922)
C (2.8421, 0.1467, 2.7893)
C (3.6577, 1.0698, 3.4281)
Ge (0.2743, -1.1392, 2.2074)
C (0.9057, -2.9543, 2.1027)
C (2.2218, -3.2654, 2.4491)
C (2.6440, -4.5868, 2.4802)
C (1.7517, -5.6076, 2.1867)
C (0.4352, -5.3105, 1.8614)
C (0.0176, -3.9893, 1.8141)
C (-1.5775, -0.9811, 2.7694)
C (-2.2648, 0.2169, 2.5597)
C (-3.5937, 0.3413, 2.9362)
C (-4.2479, -0.7253, 3.5368)
C (-3.5689, -1.9128, 3.7719)
C (-2.2413, -2.0419, 3.3894)
H (3.7605, 2.6454, 4.8773)
H (1.3606, 2.5112, 5.4563)
H (-0.0966, 0.8894, 4.3150)
H (3.2781, -0.5155, 2.0511)
H (4.7127, 1.1130, 3.1834)
H (2.9182, -2.4805, 2.7077)
H (3.6668, -4.8192, 2.7459)
H (2.0790, -6.6385, 2.2226)
H (-0.2633, -6.1108, 1.6506)
H (-1.0121, -3.7558, 1.5667)
H (-1.7664, 1.0601, 2.0980)
H (-4.1170, 1.2724, 2.7605)
H (-5.2847, -0.6282, 3.8313)
H (-4.0714, -2.7386, 4.2587)
H (-1.7206, -2.9700, 3.5939)
C (-0.8723, -4.1002, -1.4296)
Te (-1.3548, -2.0366, -1.2474)
C (-3.1650, -2.3018, -0.1718)
H (-1.6674, -4.5439, -2.0233)
H (-0.7804, -4.5933, -0.4696)
H (0.0680, -4.1639, -1.9725)
H (-3.0370, -3.0681, 0.5890)
H (-3.9660, -2.5701, -0.8542)
H (-3.3684, -1.3474, 0.3109)
O (-2.2772, 0.9582, -0.5157)
S (-2.8932, 1.0777, -1.9014)
C (-3.5372, 2.7423, -1.9567)
C (-3.1357, 3.6585, -0.9986)
C (-3.6381, 4.9506, -1.0630)
C (-4.5269, 5.3044, -2.0688)
C (-4.9272, 4.3691, -3.0148)
C (-4.4352, 3.0749, -2.9596)
C (-1.5457, 1.2363, -3.0582)
C (-0.5037, 2.1160, -2.8041)
C (0.5789, 2.1396, -3.6646)
C (0.6002, 1.3057, -4.7787)
C (-0.4562, 0.4456, -5.0355)
C (-1.5370, 0.3995, -4.1636)
H (-2.4536, 3.3510, -0.2155)
H (-3.3376, 5.6804, -0.3229)
H (-4.9173, 6.3124, -2.1114)
H (-5.6283, 4.6463, -3.7902)
H (-4.7459, 2.3346, -3.6877)
H (-0.5389, 2.7525, -1.9335)
H (1.4052, 2.8124, -3.4730)
H (1.4478, 1.3309, -5.4510)
H (-0.4349, -0.1990, -5.9038)
H (-2.3565, -0.2884, -4.3297)

Expectation value of S²   0.755
F_max   0.5 eV/Å
E   -5233.25859 a.u.
2S+1   2
E_HOMO (spin up / spin down)   -0.3724 / -0.3926 Eh
Charge   +1